Record 1
Molecular formula: C4H6Cl2S
Method: DFT, wB97M-V/def2-TZVPD

Structure (XYZ):
```
13
Properties=species:S:1:pos:R:3:forces:R:3
Cl 0.4217 -2.3479 -0.9871 -0.356 -3.913 0.559
Cl 2.4609 -0.2808 -0.2426 0.631 -1.713 -0.838
S -1.6143 0.6456 -1.0798 -1.013 -1.197 -1.709
C -0.1384 0.0532 -0.2543 -2.806 4.352 -1.822
C -0.4435 -0.0511 1.0662 -1.205 -3.905 8.034
C 0.8390 -0.7642 -0.8667 1.731 3.107 -4.141
C 0.3214 1.1291 0.7709 3.448 -0.766 -1.029
H -2.4337 -0.5296 -1.0578 1.251 1.351 0.106
H -0.1517 2.0221 0.8369 -1.901 2.373 -0.131
H 0.0630 -1.0977 1.4745 -1.472 2.997 0.011
H -1.4667 0.3456 1.4541 1.729 -1.965 -0.608
H 0.7294 -0.4362 -1.9527 1.221 -0.072 1.199
H 1.4131 1.3117 0.8386 -1.259 -0.650 0.370
```
Positions in Å, forces in eV/Å.

Summary:
energy relative to the best compared isomer or geometry (same formula, charge and spin) = 66.1 kcal/mol
net charge = 0
SMILES string = SC1(C(Cl)Cl)CC1



Record 2
Molecular formula: C4H6ClCuO2
Method: DFT, wB97M-V/def2-TZVPD

Structure (XYZ):
```
14
Properties=species:S:1:pos:R:3:forces:R:3
Cu 0.5417 3.6664 0.5628 -0.657 1.694 1.493
Cl 1.1781 2.3580 -0.7725 0.730 0.671 -1.414
O -1.5746 -0.5674 -0.2375 -1.905 0.865 -3.537
O -1.1419 -0.0347 -2.3546 -0.397 0.526 -2.036
C 0.4105 -0.3493 0.7210 0.902 0.725 2.288
C 0.6509 -0.3044 -0.7411 1.685 -1.725 -0.933
C -0.7379 -0.2563 -1.2552 -1.336 -1.295 4.620
C -0.9457 -0.9185 0.9573 1.498 -0.878 0.986
H -0.9103 -1.9993 1.0944 -0.239 -0.144 -0.481
H 1.3294 0.4837 -1.0678 -0.346 -0.747 -0.095
H 1.1495 -0.9619 1.2374 0.333 0.311 -0.095
H 1.0731 -1.2540 -1.0696 -0.219 -0.333 -0.519
H 0.4324 0.6791 1.0816 0.242 -0.122 0.198
H -1.4552 -0.5412 1.8439 -0.290 0.453 -0.474
```
Positions in Å, forces in eV/Å.

Summary:
energy relative to the best compared isomer or geometry (same formula, charge and spin) = 0.0 kcal/mol
net charge = +1
<S²> = 0.76
2S+1 = 2



Record 3
Molecular formula: C4H6ClF
Method: DFT, wB97M-V/def2-TZVPD

Structure (XYZ):
```
12
Properties=species:S:1:pos:R:3:forces:R:3
Cl 1.5481 -0.6489 -0.0119 -1.613 -0.214 -0.326
F 2.7091 1.1423 1.8353 0.271 1.142 0.177
C -1.0901 0.6780 -0.9434 -1.140 1.407 0.461
C -1.1624 -0.8489 -0.5134 3.053 2.665 1.820
C 0.1888 -0.8094 -1.1163 2.609 -2.802 0.316
C 1.7027 0.3179 1.9746 1.375 -3.061 -0.305
H -1.3386 0.8522 -1.9898 0.040 -0.569 -0.059
H -1.7257 1.3887 -0.4237 -0.413 0.020 0.712
H -1.8451 -1.3853 -1.0661 -1.528 -1.192 -1.011
H -1.0972 -1.0815 0.6125 -0.601 0.523 -1.632
H 2.1634 -0.6571 2.4765 -1.248 1.753 -0.291
H -0.0529 1.0522 -0.8344 -0.805 0.328 0.139
```
Positions in Å, forces in eV/Å.

Summary:
energy relative to the best compared isomer or geometry (same formula, charge and spin) = 120.9 kcal/mol
net charge = 0
<S²> = 2.02
2S+1 = 3



Record 4
Molecular formula: C4H6ClI
Method: DFT, wB97M-V/def2-TZVPD

Structure (XYZ):
```
12
Properties=species:S:1:pos:R:3:forces:R:3
I 4.7394 -0.0438 0.0274 -1.188 -0.201 -0.074
Cl -0.8065 -2.4233 0.0531 0.433 0.400 -0.238
C 1.6628 -0.3649 0.5156 -3.093 1.018 1.186
C -0.3481 -0.7487 -0.2883 3.476 -0.454 2.254
C -1.2979 0.2222 0.2734 1.339 2.425 1.643
C 2.6315 -0.4700 -0.3370 0.713 0.146 -1.920
H -1.3332 0.4108 1.4403 0.699 -0.484 -2.357
H 1.7553 0.1522 1.5449 -0.454 -1.402 -1.589
H 2.4210 -0.6444 -1.4196 0.563 -0.264 1.049
H -1.0305 1.1618 -0.2998 -0.778 -0.587 1.077
H -0.0659 -0.5770 -1.3104 -0.081 -0.303 -0.327
H -2.2737 -0.0960 0.0707 -1.628 -0.293 -0.704
```
Positions in Å, forces in eV/Å.

Summary:
energy relative to the best compared isomer or geometry (same formula, charge and spin) = 52.3 kcal/mol
net charge = 0



Record 5
Molecular formula: C4H6ClN
Method: DFT, wB97M-V/def2-TZVPD

Structure (XYZ):
```
12
Properties=species:S:1:pos:R:3:forces:R:3
Cl -2.5543 -0.5571 0.0835 -0.962 0.000 0.510
N 0.2211 1.4909 0.5019 -1.200 1.502 -0.657
C -1.0329 0.0779 -0.5081 1.240 0.056 2.526
C 0.1561 0.0505 0.5773 0.885 -2.259 -2.109
C -0.7596 1.5265 -0.3395 0.249 -1.282 0.291
C 1.4705 -0.7514 0.1663 -4.155 -1.445 1.393
H 1.0095 -1.7550 0.3479 0.850 0.146 -0.502
H -0.3061 -0.4257 1.4477 0.613 0.649 0.441
H 1.8662 -0.7543 -0.8078 0.028 0.667 -1.399
H -1.3400 2.2042 -0.9015 0.032 1.925 -0.024
H -0.9718 -0.3967 -1.4252 0.979 -0.560 -1.937
H 2.2413 -0.7098 0.8575 1.439 0.601 1.468
```
Positions in Å, forces in eV/Å.

Summary:
energy relative to the best compared isomer or geometry (same formula, charge and spin) = 43.8 kcal/mol
net charge = 0



Record 6
Molecular formula: C4H6ClN2O2
Method: DFT, wB97M-V/def2-TZVPD

Structure (XYZ):
```
15
Properties=species:S:1:pos:R:3:forces:R:3
Cl -1.5238 -2.6740 -1.9428 -0.020 -0.430 -0.201
O 0.6191 -0.4727 2.9736 0.957 0.107 -0.890
O 2.8310 -0.4865 2.1726 -2.114 -0.959 1.405
N -1.2790 2.2220 -1.8938 2.456 1.539 1.457
N -1.0734 0.0278 -1.0390 2.810 -2.417 1.235
C 1.3680 -0.4856 1.9880 0.225 -0.167 0.343
C 0.9704 -0.4829 0.5967 4.098 -1.171 -0.197
C -0.2260 0.0533 0.1135 -5.670 3.488 0.369
C -1.6293 1.0092 -1.7915 -0.287 0.602 -0.089
H 2.9298 -0.8179 3.1239 -0.252 0.782 -1.845
H -0.3823 2.4106 -1.2908 -2.036 -0.520 -1.103
H 1.8792 -0.6606 -0.0634 -1.385 0.360 0.541
H -2.4600 0.7653 -2.4553 0.099 -0.851 0.384
H -1.1438 -0.9591 -1.4206 -0.472 -0.103 -0.409
H -0.8799 0.5512 0.9286 1.589 -0.261 -0.998
```
Positions in Å, forces in eV/Å.

Summary:
net charge = -1
<S²> = 2.01
2S+1 = 3



Record 7
Molecular formula: C4H6ClNO
Method: DFT, wB97M-V/def2-TZVPD

Structure (XYZ):
```
13
Properties=species:S:1:pos:R:3:forces:R:3
Cl 0.6011 -1.9724 -1.4796 0.095 -0.842 -0.192
O 2.5984 0.3709 -0.2092 -0.678 -0.575 0.657
N -0.4611 -0.7353 1.0206 2.030 -0.747 -4.015
C 0.7378 -0.0162 1.4538 0.582 1.730 2.138
C 0.3107 -0.5003 -0.6266 -0.647 -0.470 1.935
C -0.5213 0.4201 -1.4498 1.371 3.533 0.076
C 1.5275 -0.0040 0.1863 -0.428 1.157 -1.206
H -0.4734 1.5379 -1.0284 -0.468 -2.532 -0.552
H -0.2664 0.5594 -2.5335 0.165 -0.655 1.049
H -0.1343 -1.7405 1.0916 -0.970 1.220 0.115
H 0.6241 1.0324 1.9326 -0.198 -1.557 -0.992
H 1.1911 -0.6166 2.1966 1.027 -0.289 1.141
H -1.4558 -0.0380 -1.3472 -1.881 0.027 -0.155
```
Positions in Å, forces in eV/Å.

Summary:
energy relative to the best compared isomer or geometry (same formula, charge and spin) = 71.7 kcal/mol
net charge = 0
SMILES string = C[C@]1(Cl)NCC1=O



Record 8
Molecular formula: C4H6ClNO
Method: DFT, wB97M-V/def2-TZVPD

Structure (XYZ):
```
13
Properties=species:S:1:pos:R:3:forces:R:3
Cl -1.4172 1.4374 0.2490 -0.269 0.443 -0.132
O -1.7105 -1.6304 -0.1824 -1.314 0.141 2.983
N 0.4943 -0.9402 2.3695 0.033 0.235 0.453
C 0.0850 -1.0658 1.3062 0.747 -1.037 0.162
C -0.3825 -1.2202 -0.0187 -0.668 2.971 -3.504
C -0.1537 0.6133 -0.6245 -0.980 -4.112 -1.416
C 1.1777 1.2106 -0.3722 0.202 0.463 2.976
H 1.2116 1.3252 0.8087 0.715 -0.282 -2.415
H -2.2420 -1.6153 0.7188 1.777 0.219 -2.716
H -0.3948 0.4887 -1.7396 0.037 0.325 1.719
H 0.1336 -1.6959 -0.8890 0.443 0.049 1.640
H 1.0899 2.1889 -0.7574 -0.175 1.602 -0.163
H 2.1088 0.9039 -0.8684 -0.548 -1.015 0.413
```
Positions in Å, forces in eV/Å.

Summary:
energy relative to the best compared isomer or geometry (same formula, charge and spin) = 68.8 kcal/mol
net charge = 0



no.,electronic energy (hartree)
1,-1474.4591
2,-2406.7770
3,-715.6892
4,-913.7648
5,-670.8788
6,-876.1436
7,-746.1130
8,-746.1176